The following is a DFT calculation (the ωB97M-V functional and the def2-TZVPD basis) of a cluster of 2 separate species, C4H5FO2 in total.

```
12
Properties=species:S:1:pos:R:3:forces:R:3:nbo_charge:R:1
C 1.841675 1.150076 -0.025189 1.186 0.884 -0.128 0.481
C 0.452443 -1.306275 0.083253 -1.215 -0.821 -0.137 0.875
C -1.038777 0.599177 -0.590523 -5.913 -2.358 1.608 -0.587
C -0.419949 -0.238203 0.509294 -3.901 1.541 3.315 -0.540
O 2.770948 1.336603 0.586354 -0.250 -0.006 -0.126 -0.493
O 1.605846 -1.319903 0.217869 2.428 -0.723 0.054 -0.518
F -0.179861 -2.358697 -0.479481 -0.230 0.033 -0.138 -0.340
H -0.373736 0.717575 -1.300341 3.072 0.879 -3.798 0.208
H -1.540095 1.543999 -0.355136 0.734 -0.079 0.713 0.227
H -1.959051 0.014019 -1.001791 1.712 0.733 0.220 0.206
H -1.305036 -0.629079 1.265301 2.294 0.632 -1.952 0.242
H 0.145593 0.490708 1.090390 0.084 -0.716 0.367 0.238
```
Positions in Å, forces in eV/Å.

HOMO-LUMO gap = 12.228 eV
Energy above the lowest of the compared OMol25 structures with the same formula, charge and spin = 1.1339 eV
HOMO level = -0.4199 Eh
Net charge = 0
Energy = -405.72545 Ha
2S+1 = 1


The following is a DFT calculation (the ωB97M-V functional and the def2-TZVPD basis) of a structure of composition C19H51N2O14P3S3Ta.

```
93
Properties=species:S:1:pos:R:3:forces:R:3:mulliken_charge:R:1
C 5.493744 -1.795289 3.867739 0.047 -0.193 0.625 -0.795
C 4.964314 -3.220633 3.718548 0.346 0.260 -0.123 -0.461
S 3.343559 -3.278722 2.915787 -0.276 -0.044 -0.141 -0.083
C 2.197216 -3.866442 4.205110 -0.144 -0.175 0.350 -1.197
Ta 0.464723 -2.509485 4.753429 -0.031 1.076 -0.747 0.635
C -1.282517 -1.351119 5.578470 -0.185 -0.242 0.431 -0.850
C -2.224849 -0.708491 4.624127 -0.281 -0.077 -0.072 -0.053
N -2.279192 0.502016 4.247905 0.032 0.168 0.248 -0.810
C -0.801478 -4.405295 5.030529 0.417 -0.187 0.126 -1.438
S -0.853365 -5.100278 6.629045 -0.063 0.480 0.400 0.940
O -1.945358 -4.519876 7.371044 -0.233 -0.062 -0.088 -0.621
O 0.439552 -5.119975 7.258847 0.221 -0.376 -0.228 -0.576
P -0.385427 -2.510381 2.255225 0.356 -0.547 -0.286 0.319
N 0.371306 -1.403166 1.451398 -0.431 0.071 0.384 -0.524
O -0.017789 -3.974915 1.604966 -0.427 -0.217 0.055 -0.494
O -2.003493 -2.478954 2.098901 -0.019 -0.314 -0.191 -0.499
S 1.814841 -0.274655 4.602300 -0.212 1.542 -0.548 0.659
C 2.774094 -0.049078 6.100106 -0.257 -0.086 0.331 -1.095
O 0.791002 0.781539 4.708177 -0.421 -0.365 0.657 -0.622
O 2.620484 -0.045406 3.414281 0.930 -0.620 0.357 -0.483
H 6.555088 -1.856536 4.125858 0.091 0.172 -0.242 0.405
H 5.019575 -1.271341 4.695638 -0.191 0.013 -0.086 0.036
H 5.321812 -1.197352 2.977265 0.128 -0.041 -0.092 0.261
H 5.680595 -3.767452 3.101340 -0.193 -0.149 -0.139 0.337
H 4.941002 -3.737580 4.677560 -0.190 -0.001 0.026 0.323
H 1.790017 -4.819984 3.857066 0.059 -0.072 0.059 0.427
H 2.786040 -4.106447 5.093534 -0.032 0.014 0.054 0.492
H 1.050872 -2.617453 6.479515 -0.246 -0.237 -0.155 -0.049
H -0.865345 -0.591674 6.248784 0.188 0.026 -0.106 0.521
H -1.866428 -2.025766 6.216465 0.088 -0.134 -0.030 0.470
H -2.996542 -1.359083 4.207652 0.109 -0.206 -0.017 0.462
H -1.543868 1.022105 4.732345 0.171 0.066 -0.316 0.322
H -1.835193 -4.255858 4.715963 -0.032 0.123 0.055 0.487
H -0.367880 -5.174611 4.384422 0.104 0.049 -0.026 0.645
H -1.174807 -6.404576 6.410846 -0.047 0.021 -0.082 0.086
H -0.243817 -0.734024 0.997731 0.352 0.275 -0.033 0.151
H 0.933453 -3.995659 1.425416 -0.048 0.087 -0.106 0.349
H -2.277276 -1.617886 1.753953 -0.040 -0.049 0.040 0.304
H 3.557717 -0.792668 6.221649 0.138 0.084 -0.168 0.274
H 2.058852 -0.174302 6.913259 -0.031 -0.069 -0.004 0.302
H 3.120104 0.983322 6.124450 0.227 -0.039 -0.230 0.443
O -3.558971 -0.501864 -1.839653 -3.146 0.700 2.827 -0.693
P -4.588494 -0.665230 -2.916247 6.587 -1.628 -6.223 1.067
O -3.953077 -2.089664 -3.519958 -0.877 -0.434 0.603 -0.396
C -3.605202 -3.183426 -2.680426 0.202 -0.238 0.043 -0.168
C -4.705847 -4.230043 -2.658744 -0.087 0.066 -0.012 -1.144
O -3.985646 0.420113 -3.979027 -0.945 0.733 0.407 -0.360
C -3.294603 1.589717 -3.517461 0.372 -0.066 0.045 -0.384
C -1.803080 1.346726 -3.554842 0.204 -0.106 -0.103 -0.918
O -5.793140 -0.860381 -4.029714 -2.352 1.019 2.650 -0.357
C -6.919099 -1.694615 -3.759908 -0.208 -0.328 -0.212 -0.046
C -7.525886 -1.448258 -2.394514 0.121 0.127 0.028 -1.216
H -3.382779 -2.865515 -1.661002 0.082 0.174 -0.066 0.289
H -2.696362 -3.626111 -3.091792 0.032 0.089 -0.032 0.322
H -5.594052 -3.852333 -2.144652 0.014 -0.030 0.037 0.218
H -4.371602 -5.125598 -2.133186 0.014 0.010 0.013 0.424
H -4.997937 -4.505524 -3.673418 0.056 -0.040 -0.009 0.266
H -3.612786 1.868498 -2.513087 -0.014 -0.128 0.037 0.323
H -3.573385 2.408553 -4.183376 -0.067 -0.103 -0.091 0.371
H -1.560366 0.434652 -3.011164 -0.019 0.056 0.107 0.267
H -1.240628 2.170892 -3.113862 -0.052 0.044 -0.019 0.316
H -1.464642 1.209114 -4.583286 -0.021 0.052 -0.013 0.264
H -6.633657 -2.742044 -3.883356 0.114 0.030 0.077 0.135
H -7.655638 -1.473927 -4.533551 0.091 0.110 -0.049 0.333
H -6.809898 -1.677476 -1.596089 -0.022 -0.076 -0.015 0.356
H -8.407428 -2.071511 -2.245082 0.015 -0.016 0.032 0.375
H -7.814495 -0.401377 -2.287961 -0.042 -0.008 -0.023 0.355
O 1.798145 3.986268 -3.393583 -1.568 2.014 -1.171 -0.571
P 2.972026 4.873839 -3.467936 3.962 -3.260 2.133 0.957
O 4.014544 4.216135 -4.519267 -0.512 0.726 -0.331 -0.361
C 3.560669 3.547713 -5.693571 0.027 -0.305 -0.289 -0.176
C 3.601208 4.457783 -6.906726 -0.029 0.152 0.099 -1.016
O 3.756441 4.614094 -2.088544 -0.148 0.324 -0.182 -0.425
C 3.015063 4.085444 -0.971019 -0.308 0.029 0.254 -0.282
C 3.037629 2.580447 -0.881552 0.459 -0.222 -0.138 -1.016
O 3.457747 6.397652 -3.544224 -2.028 0.302 -0.509 -0.395
C 3.018188 7.262559 -4.601455 0.035 0.357 -0.311 -0.203
C 1.524076 7.198485 -4.844278 -0.035 -0.189 0.078 -1.097
H 2.556199 3.145695 -5.551802 0.010 0.035 0.160 0.242
H 4.232445 2.702186 -5.846478 0.041 0.024 0.084 0.356
H 2.852693 5.249946 -6.825584 -0.017 -0.026 -0.028 0.185
H 3.392543 3.892412 -7.815933 -0.003 -0.023 0.015 0.408
H 4.579838 4.929726 -7.002804 0.025 -0.052 -0.016 0.249
H 1.975371 4.408622 -1.025922 0.031 0.128 -0.059 0.293
H 3.453431 4.545437 -0.085480 0.087 -0.051 -0.026 0.379
H 2.722235 2.121627 -1.817723 -0.187 0.100 0.012 0.270
H 2.376686 2.247326 -0.081158 0.021 -0.023 0.009 0.358
H 4.042693 2.209556 -0.673191 0.000 0.041 0.092 0.274
H 3.578902 7.035426 -5.512050 -0.002 -0.138 0.045 0.221
H 3.298251 8.272184 -4.302668 0.078 -0.072 0.137 0.313
H 1.213355 6.198146 -5.160520 -0.006 0.049 -0.020 0.309
H 1.233226 7.904756 -5.621917 0.038 0.020 -0.005 0.376
H 0.978070 7.436836 -3.930832 0.000 0.027 -0.013 0.353
```
Positions in Å, forces in eV/Å.

HOMO-LUMO gap = 5.579 eV
HOMO level = -0.1836 Eh
Net charge = -1
Energy = -4193.00911 Ha
2S+1 = 1